Model one:
{"formula": "C5H19N2O4", "method": "ωB97M-V with the def2-TZVPD basis set", "lumo_ev": -2.50, "homo_lumo_gap_ev": 10.5, "total_charge": 1, "species": ["C", "H", "H", "O", "H", "H", "H", "H", "H", "H", "H", "C", "C", "H", "N", "H", "H", "H", "H", "H", "H", "O", "H", "H", "C", "N", "O", "C", "O", "H"], "coordinates": [[-2.448, -0.010, -0.344], [-1.899, 1.853, 0.548], [3.799, -0.347, -0.205], [0.538, -0.835, -2.609], [-0.899, -3.224, 2.120], [-0.505, 3.778, -0.923], [0.475, -1.229, -3.468], [-2.543, 0.673, 1.707], [0.611, -2.060, 0.491], [0.190, 0.798, -0.736], [0.837, 1.792, 0.523], [-1.900, 0.772, 0.832], [2.919, 0.338, -0.249], [-3.528, -0.211, -0.366], [1.356, -1.593, -0.087], [-0.328, -0.543, -2.331], [-0.365, 0.580, 2.219], [1.042, -1.488, -1.023], [-0.743, -1.716, 1.944], [2.722, 0.530, -1.324], [2.224, -2.232, -0.094], [-1.753, -0.439, -1.237], [1.940, -0.390, 1.574], [-0.595, 4.283, 0.442], [1.740, -0.203, 0.502], [-0.571, 0.283, 1.263], [-0.310, -2.566, 1.872], [0.514, 0.725, 0.352], [-0.494, 3.498, -0.031], [3.264, 1.313, 0.158]], "nbo_charge": [0.47, 0.26, 0.23, -0.98, 0.49, 0.48, 0.50, 0.23, 0.47, 0.23, 0.24, -0.36, -0.65, 0.14, -0.73, 0.51, 0.39, 0.45, 0.50, 0.24, 0.43, -0.59, 0.22, 0.48, -0.04, -0.67, -0.96, -0.27, -0.95, 0.25]}

Model two:
{"formula": "C5H19N2O4", "method": "ωB97M-V with the def2-TZVPD basis set", "lumo_ev": -2.72, "homo_lumo_gap_ev": 9.6, "total_charge": 1, "species": ["H", "H", "H", "H", "H", "C", "H", "N", "O", "C", "O", "H", "H", "C", "H", "H", "H", "N", "H", "H", "H", "O", "H", "C", "H", "C", "H", "O", "H", "H"], "coordinates": [[-3.448, -0.902, 0.588], [0.679, -1.884, 2.138], [0.973, -2.867, -0.034], [-0.503, -0.432, 0.304], [-1.520, -2.033, 1.909], [1.492, -1.393, 1.410], [-3.855, -0.784, -0.929], [-0.561, 0.432, -0.200], [0.688, 2.980, -1.028], [1.899, -1.306, -1.073], [-3.317, -0.422, -0.250], [-1.564, 0.690, -0.428], [-1.999, -0.905, 2.896], [0.294, 2.235, -1.838], [2.487, -1.861, 1.529], [2.569, 0.567, -2.130], [-0.288, 1.270, 0.590], [1.077, -1.875, 0.043], [1.810, -1.918, -2.011], [-0.174, 0.089, -2.171], [2.049, 0.730, -0.389], [-1.207, 2.692, 1.057], [-0.811, 3.569, 0.913], [1.722, 0.222, -1.259], [3.007, -1.307, -0.811], [0.256, 0.691, -1.453], [1.591, -0.301, 1.517], [-1.691, -1.108, 2.070], [-0.021, 2.341, -2.795], [-1.632, 2.791, 1.836]], "nbo_charge": [0.50, 0.21, 0.39, 0.48, 0.49, -0.44, 0.49, -0.76, -0.48, -0.24, -0.98, 0.47, 0.49, 0.47, 0.21, 0.26, 0.48, -0.69, 0.22, 0.21, 0.21, -0.94, 0.51, -0.42, 0.18, -0.16, 0.20, -0.97, 0.14, 0.48]}

It is model two that is the least stable of them.

Model one:
{"formula": "C4H13N2OS", "method": "ωB97M-V with the def2-TZVPD basis set", "lumo_ev": 3.85, "homo_lumo_gap_ev": 6.7, "total_charge": -1, "species": ["C", "H", "O", "C", "H", "H", "H", "N", "H", "H", "H", "H", "H", "C", "H", "C", "H", "N", "H", "S", "H"], "coordinates": [[-1.778, -0.237, 0.645], [-2.189, 0.338, -0.311], [2.637, -1.276, -0.645], [-1.207, 0.796, 1.597], [-2.096, 1.431, 2.012], [1.932, -1.332, -1.311], [-1.208, -2.523, 0.683], [-0.375, 1.985, 1.111], [0.986, 0.898, -1.109], [0.941, 2.531, -1.066], [1.638, 2.559, 1.388], [0.109, -1.188, 0.611], [-2.796, -0.490, 1.048], [-0.871, -1.437, 0.296], [-0.853, 2.331, 0.196], [1.001, 1.735, 0.882], [2.616, -0.403, -0.338], [1.301, 1.749, -0.629], [1.378, 0.778, 1.206], [-0.633, -1.642, -1.516], [-0.782, 0.271, 2.520]], "nbo_charge": [-0.46, 0.21, -0.98, -0.22, 0.18, 0.50, 0.19, -0.67, 0.39, 0.34, 0.15, 0.19, 0.20, -0.54, 0.36, -0.05, 0.46, -0.90, 0.19, -0.73, 0.19]}

Model two:
{"formula": "C4H13N2OS", "method": "ωB97M-V with the def2-TZVPD basis set", "lumo_ev": 3.38, "homo_lumo_gap_ev": 6.5, "total_charge": -1, "species": ["N", "C", "H", "H", "C", "S", "H", "H", "H", "H", "H", "H", "H", "H", "H", "N", "C", "H", "C", "O", "H"], "coordinates": [[-2.990, 0.331, -0.335], [-3.528, 1.668, -0.635], [-0.335, -1.338, -1.003], [-3.364, 2.428, 0.143], [-1.288, 0.561, -0.799], [2.476, -1.228, -0.417], [1.267, 0.318, -1.896], [-1.050, -1.115, 1.178], [-0.975, 0.893, -1.805], [-2.331, 0.091, -1.239], [0.959, 0.551, 1.968], [-4.601, 1.670, -0.890], [-3.071, 2.035, -1.549], [2.224, -0.229, 1.903], [0.554, -1.330, 1.184], [-0.170, -0.615, 1.038], [1.251, 0.051, -0.829], [1.562, 0.937, -0.234], [-0.172, -0.395, -0.428], [1.809, 0.440, 2.481], [-1.154, 1.457, -0.187]], "nbo_charge": [-0.58, -0.45, 0.17, 0.17, -0.40, -0.68, 0.18, 0.36, 0.21, 0.36, 0.49, 0.19, 0.17, 0.48, 0.40, -0.87, -0.54, 0.20, -0.08, -1.02, 0.23]}

Model three:
{"formula": "C4H13N2OS", "method": "ωB97M-V with the def2-TZVPD basis set", "lumo_ev": 3.19, "homo_lumo_gap_ev": 5.7, "total_charge": -1, "species": ["N", "N", "H", "H", "O", "H", "H", "H", "H", "S", "H", "H", "H", "H", "C", "H", "H", "C", "C", "H", "C"], "coordinates": [[-0.638, 0.848, 0.167], [0.584, 1.633, -2.285], [1.468, 1.254, -1.966], [-0.162, -0.925, 1.336], [1.066, -3.917, 0.360], [-1.210, 1.594, 0.526], [-1.238, -0.921, -1.007], [-0.805, 0.358, -3.121], [0.532, -0.459, -2.217], [0.146, -0.322, 3.994], [0.576, -3.177, 0.738], [-0.798, 1.447, 2.565], [0.282, 2.324, -1.618], [-2.182, 0.542, -1.228], [0.138, 0.130, 1.190], [0.880, 1.538, 2.753], [1.178, 0.164, 0.821], [-0.213, 0.315, -2.203], [0.111, 0.801, 2.567], [1.462, -3.411, -0.358], [-1.175, 0.186, -1.015]], "nbo_charge": [-0.67, -0.85, 0.35, 0.18, -0.93, 0.37, 0.17, 0.18, 0.17, -0.70, 0.48, 0.15, 0.36, 0.19, -0.23, 0.19, 0.16, -0.23, -0.54, 0.45, -0.23]}

It is model two that is the least stable of them.

Model one:
{"formula": "C2H9NO", "method": "ωB97M-V with the def2-TZVPD basis set", "lumo_ev": 1.15, "homo_lumo_gap_ev": 10.6, "species": ["H", "O", "H", "H", "H", "C", "H", "H", "N", "H", "H", "H", "C"], "coordinates": [[-3.699, 2.336, 0.680], [0.950, 0.365, 0.532], [0.183, 0.156, -1.946], [1.449, -0.085, -2.888], [1.768, -0.908, 2.014], [-0.248, -0.199, 1.101], [1.337, -1.689, 0.507], [-0.449, 0.391, 1.992], [0.936, -0.486, -2.118], [-0.893, -0.566, 0.306], [-3.925, 2.241, -0.034], [1.544, -0.668, -1.348], [1.046, -0.888, 1.202]], "nbo_charge": [0.00, -0.52, 0.36, 0.35, 0.19, -0.14, 0.18, 0.21, -1.08, 0.21, 0.00, 0.37, -0.13]}

Model two:
{"formula": "C2H9NO", "method": "ωB97M-V with the def2-TZVPD basis set", "lumo_ev": 0.98, "homo_lumo_gap_ev": 10.5, "species": ["H", "C", "H", "O", "C", "H", "H", "H", "H", "N", "H", "H", "H"], "coordinates": [[1.949, 1.460, 2.936], [-0.102, 0.394, -0.855], [0.496, -0.034, -1.666], [0.214, -0.283, 0.371], [0.685, 1.112, 0.142], [2.945, 0.675, 1.903], [-5.622, -3.350, -3.758], [-5.151, -3.789, -3.364], [-1.134, 0.238, -1.172], [2.249, 0.560, 2.608], [0.231, 1.891, 0.736], [1.538, -0.098, 2.316], [1.703, 1.224, -0.197]], "nbo_charge": [0.36, -0.13, 0.16, -0.52, -0.11, 0.35, 0.00, 0.00, 0.20, -1.09, 0.20, 0.38, 0.19]}

Model three:
{"formula": "C2H9NO", "method": "ωB97M-V with the def2-TZVPD basis set", "lumo_ev": 0.94, "homo_lumo_gap_ev": 10.3, "species": ["O", "N", "H", "H", "H", "C", "H", "H", "H", "H", "H", "H", "C"], "coordinates": [[-0.706, 2.171, 0.018], [-1.484, 0.221, 1.126], [0.772, -0.792, -1.838], [-1.875, 0.809, 1.841], [0.941, -1.649, -0.211], [-0.351, 0.943, 0.581], [1.403, -2.343, -1.875], [2.325, -1.055, -1.201], [0.429, 1.124, 1.318], [0.090, 0.281, -0.177], [-1.594, 2.503, 0.177], [-1.274, -0.712, 1.442], [1.325, -1.499, -1.201]], "nbo_charge": [-0.74, -0.86, 0.22, 0.35, 0.21, 0.11, 0.22, 0.22, 0.12, 0.16, 0.48, 0.37, -0.87]}

Model four:
{"formula": "C2H9NO", "method": "ωB97M-V with the def2-TZVPD basis set", "lumo_ev": 0.90, "homo_lumo_gap_ev": 10.1, "species": ["H", "O", "H", "H", "H", "H", "H", "H", "H", "N", "H", "C", "C"], "coordinates": [[-0.859, 0.193, 0.780], [1.442, 2.778, 0.619], [1.063, 2.843, 1.448], [1.533, -0.758, -0.357], [1.213, -0.569, 1.479], [-0.837, -1.000, -2.033], [-1.625, -1.775, -0.517], [0.584, -1.928, 0.293], [0.842, 2.256, 0.024], [-0.381, -0.079, -0.070], [-2.351, -0.289, -1.007], [0.777, -0.897, 0.324], [-1.399, -0.775, -0.981]], "nbo_charge": [0.35, -0.95, 0.46, 0.19, 0.19, 0.20, 0.17, 0.17, 0.49, -0.66, 0.21, -0.39, -0.42]}

It is model two that is the least stable of them.

Model one:
{"formula": "C5H3N", "method": "ωB97M-V with the def2-TZVPD basis set", "lumo_ev": [0.48, -2.46], "homo_lumo_gap_ev": [6.6, 7.0], "multiplicity": 3, "s2": 2.030, "species": ["N", "C", "H", "C", "H", "C", "C", "H", "C"], "coordinates": [[-0.307, -0.456, 1.373], [-0.936, -0.385, 0.078], [2.486, 0.820, 0.260], [1.459, 1.134, 0.466], [-1.947, 0.221, 0.059], [0.194, 1.129, -0.463], [0.424, 2.312, 0.066], [-0.543, -1.188, -0.496], [0.581, 0.384, 1.142]], "nbo_charge": [-0.42, -0.20, 0.25, -0.29, 0.25, -0.27, 0.03, 0.22, 0.43]}

Model two:
{"formula": "C5H3N", "method": "ωB97M-V with the def2-TZVPD basis set", "lumo_ev": [0.90, -1.83], "homo_lumo_gap_ev": [9.3, 8.5], "multiplicity": 3, "s2": 2.049, "species": ["C", "H", "H", "C", "C", "N", "C", "H", "C"], "coordinates": [[-0.815, 0.926, -0.371], [-1.302, -1.630, 2.151], [0.877, 1.705, -0.501], [-0.969, 0.133, 0.797], [-1.093, -0.863, 1.507], [1.200, -1.443, 0.089], [1.103, -0.454, -0.511], [0.486, 0.807, -2.122], [0.513, 0.820, -1.038]], "nbo_charge": [0.18, 0.22, 0.28, -0.21, -0.09, -0.31, 0.28, 0.27, -0.62]}

It is model one that is the least stable of them.

Model one:
{"formula": "C3H7N2S", "method": "ωB97M-V with the def2-TZVPD basis set", "lumo_ev": [-7.84, -7.88], "homo_lumo_gap_ev": [6.2, 5.8], "total_charge": 1, "species": ["H", "N", "H", "S", "H", "H", "N", "H", "C", "H", "C", "H", "C"], "coordinates": [[-1.286, 0.380, 1.563], [-0.045, 0.338, -0.968], [0.602, 0.867, 1.903], [-0.556, -2.349, 0.361], [-0.647, 0.754, -3.086], [-0.042, 2.014, -2.211], [-0.211, 0.809, 0.117], [-0.308, -1.628, 2.605], [-0.198, 0.178, 1.357], [1.243, -1.487, 1.605], [0.215, -1.351, 1.558], [1.110, 0.464, -2.587], [0.122, 1.012, -2.218]], "nbo_charge": [0.28, 0.00, 0.29, 0.45, 0.28, 0.24, 0.02, 0.33, -0.28, 0.25, -0.67, 0.28, -0.48]}

Model two:
{"formula": "C3H7N2S", "method": "ωB97M-V with the def2-TZVPD basis set", "lumo_ev": -5.11, "homo_lumo_gap_ev": 8.1, "total_charge": 1, "species": ["H", "C", "S", "N", "C", "H", "C", "H", "H", "H", "H", "H", "N"], "coordinates": [[1.256, -0.467, -1.483], [-1.354, 2.148, 0.743], [-0.722, -0.740, 0.406], [0.567, -1.130, -1.540], [-0.154, 1.770, 1.101], [1.205, 0.072, 1.436], [0.319, 0.424, 0.979], [0.272, 2.529, 1.670], [-2.012, 2.945, 0.812], [-2.861, 0.063, -0.188], [0.156, -0.818, -2.456], [0.909, -2.059, -1.797], [-1.895, 0.257, -0.039]], "nbo_charge": [0.38, 0.20, 1.17, -1.04, -0.31, 0.27, -0.53, 0.29, 0.24, 0.43, 0.39, 0.40, -0.90]}

It is model one that is the least stable of them.

Model one:
{"formula": "C10H12O3", "method": "ωB97M-V with the def2-TZVPD basis set", "lumo_ev": 0.54, "homo_lumo_gap_ev": 8.7, "species": ["O", "H", "C", "H", "H", "C", "O", "C", "H", "C", "H", "H", "H", "H", "H", "C", "O", "C", "H", "C", "H", "C", "C", "H", "C"], "coordinates": [[-1.167, -2.233, 0.543], [0.393, -0.899, -2.267], [1.144, -0.454, -0.349], [-1.097, -0.160, 2.804], [3.124, -1.991, -2.269], [1.153, -1.183, -1.509], [0.490, -1.989, 1.999], [-0.592, -1.682, 1.618], [1.911, -0.476, 0.328], [-1.034, 0.759, -0.788], [-1.295, 0.171, -1.711], [1.583, 1.799, 1.253], [0.102, 3.506, 1.759], [-2.816, 1.994, -1.013], [2.620, -2.582, -0.792], [0.606, 1.660, 0.766], [-1.425, -0.855, 2.202], [-1.827, 1.896, -0.558], [1.623, -3.033, -2.470], [0.273, 0.698, -0.212], [-2.224, 3.607, 0.686], [-0.225, 2.761, 0.986], [-1.457, 2.862, 0.375], [-2.019, -1.847, 0.403], [2.157, -2.327, -1.783]], "nbo_charge": [-0.67, 0.19, -0.24, 0.52, 0.22, -0.11, -0.61, 0.99, 0.21, -0.23, 0.22, 0.22, 0.21, 0.21, 0.24, -0.23, -0.72, -0.20, 0.23, -0.05, 0.22, -0.20, -0.24, 0.49, -0.67]}

Model two:
{"formula": "C10H12O3", "method": "ωB97M-V with the def2-TZVPD basis set", "lumo_ev": 0.65, "homo_lumo_gap_ev": 9.1, "species": ["H", "H", "C", "C", "C", "H", "C", "H", "H", "C", "C", "C", "C", "O", "H", "C", "H", "C", "H", "H", "H", "H", "O", "O", "H"], "coordinates": [[0.057, 0.229, -3.442], [-1.468, -1.341, -2.505], [0.716, 0.699, -2.700], [0.054, -0.794, 3.459], [0.608, 0.317, 0.945], [1.046, -1.335, -1.433], [-0.158, -0.894, 1.013], [-2.201, 0.280, -1.885], [-1.251, 2.253, -1.928], [0.964, 0.258, 3.408], [-0.484, -1.378, 2.352], [-1.404, 1.111, -1.310], [0.104, 0.516, -1.398], [-0.536, -1.799, -2.312], [1.343, 0.803, 4.273], [0.025, -1.001, -1.271], [-1.839, 1.262, -0.197], [1.166, 0.770, 2.184], [1.714, 0.268, -2.812], [0.925, 1.789, -2.870], [-1.132, -2.170, 2.271], [1.679, 1.752, 2.069], [0.789, 1.090, -0.249], [-0.763, -1.396, -0.124], [0.046, -1.289, 4.463]], "nbo_charge": [0.24, 0.46, -0.65, -0.21, 0.21, 0.18, 0.24, 0.19, 0.23, -0.24, -0.25, -0.65, 0.19, -0.68, 0.23, 0.33, 0.25, -0.22, 0.23, 0.23, 0.22, 0.22, -0.50, -0.49, 0.22]}

It is model two that is the least stable of them.